Record 1
{"formula": "C41H64I2NOP2ReSi", "method": "ωB97M-V/def2-TZVPD", "gap_ev": [7.76, 6.63], "spin_multiplicity": 4, "s_squared": 3.78, "energy_ha": -3375.56029, "total_charge": 3, "species": ["Re", "C", "Si", "C", "C", "C", "C", "C", "C", "P", "C", "C", "C", "C", "C", "C", "C", "C", "C", "C", "C", "C", "C", "C", "C", "C", "C", "C", "P", "C", "C", "C", "C", "C", "C", "C", "C", "C", "C", "C", "C", "H", "H", "H", "H", "H", "H", "H", "H", "H", "H", "H", "H", "H", "H", "H", "H", "H", "H", "H", "H", "H", "H", "H", "H", "H", "H", "H", "H", "H", "H", "H", "H", "H", "H", "H", "H", "H", "H", "H", "H", "H", "H", "H", "H", "H", "H", "H", "H", "H", "H", "H", "H", "H", "H", "H", "I", "C", "I", "H", "H", "C", "N", "C", "C", "O", "H", "H", "H", "H", "H", "H", "H"], "coordinates": [[0.23145, -0.83894, -0.90944], [-1.41830, -3.62406, 0.81695], [-1.18636, -1.77020, 0.94358], [-0.49198, -1.20285, 2.53823], [-1.24885, -1.33773, 3.73804], [-0.63384, -0.95180, 4.93400], [0.65703, -0.46367, 4.94322], [1.39677, -0.43823, 3.80957], [0.81947, -0.77078, 2.57813], [1.87165, -0.77024, 1.07822], [2.97416, 0.70432, 0.88874], [3.93901, 1.01774, 2.04233], [3.66985, 2.31250, 2.78554], [3.61644, 3.56036, 1.82882], [3.30346, 3.22317, 0.39646], [2.31355, 2.00817, 0.29691], [2.96770, -2.12551, 1.39571], [2.39025, -3.58135, 1.55192], [3.36940, -4.41252, 2.29194], [4.79635, -4.24979, 1.85584], [4.97123, -3.49413, 0.49028], [4.34822, -2.11723, 0.64017], [-2.88492, -1.06346, 0.63370], [-4.01720, -1.81466, 0.89410], [-5.22949, -1.46217, 0.25816], [-5.33622, -0.28850, -0.44417], [-4.29074, 0.54397, -0.69090], [-3.05127, 0.09482, -0.16840], [-1.53964, 0.92512, -0.55859], [-1.41013, 2.38822, 0.62419], [-0.83733, 2.07225, 2.01221], [-0.49941, 3.45288, 2.64982], [-1.80519, 4.22797, 2.95462], [-2.66511, 4.28992, 1.69939], [-2.81047, 3.00115, 0.84962], [-1.51886, 1.57920, -2.26262], [-0.05700, 1.68460, -2.70392], [-0.05544, 1.68302, -4.24573], [-0.76910, 2.84530, -4.77626], [-2.18348, 2.95707, -4.23673], [-2.18470, 2.88912, -2.64935], [-0.66638, -4.18608, 0.27174], [-1.51130, -4.04484, 1.81016], [-2.38071, -3.76702, 0.34330], [-2.28430, -1.70541, 3.79666], [-1.16490, -1.13900, 5.86013], [1.15307, -0.10912, 5.92943], [2.33974, -0.00792, 3.83326], [3.54341, 0.53107, 0.00931], [4.05035, 0.16210, 2.66849], [4.94666, 1.13401, 1.61724], [2.73072, 2.31730, 3.20214], [4.46113, 2.45074, 3.53111], [2.95547, 4.30750, 2.24534], [4.68844, 3.89722, 1.92999], [2.81782, 4.09672, -0.11277], [4.18190, 2.84382, -0.25449], [1.51839, 2.30383, 0.96708], [2.02097, 1.73649, -0.70208], [3.28614, -1.81540, 2.40993], [1.41028, -3.60044, 2.03951], [2.29272, -3.85849, 0.46310], [3.24678, -4.23497, 3.35105], [3.01166, -5.44678, 2.38601], [5.31863, -3.62432, 2.58373], [5.24607, -5.27114, 1.74050], [6.08954, -3.44834, 0.30883], [4.52630, -4.03353, -0.37341], [4.91738, -1.39373, 1.19733], [4.31602, -1.65062, -0.39089], [-3.98949, -2.72714, 1.44393], [-6.12768, -2.05863, 0.26070], [-6.30211, -0.09745, -1.03147], [-4.38504, 1.41686, -1.26199], [-0.65809, 3.05377, 0.18375], [-1.55834, 1.50059, 2.60803], [0.11866, 1.62230, 2.09862], [0.12915, 3.26968, 3.53348], [0.12972, 4.01450, 1.91317], [-2.28392, 3.64795, 3.69984], [-1.59411, 5.29173, 3.26911], [-3.65906, 4.68074, 1.97017], [-2.28885, 5.10618, 1.05610], [-3.28875, 2.23737, 1.40112], [-3.39036, 3.20830, -0.01969], [-2.08690, 0.82783, -2.81753], [0.39122, 2.59008, -2.24234], [0.66678, 0.84199, -2.34809], [0.94471, 1.61272, -4.58018], [-0.64091, 0.77862, -4.50179], [-0.34957, 3.78894, -4.58557], [-0.82997, 2.85225, -5.88951], [-2.59105, 3.88336, -4.64488], [-2.79229, 2.17713, -4.69288], [-1.61035, 3.75619, -2.34651], [-3.17504, 3.02337, -2.13222], [0.75606, -5.05125, -3.34189], [1.44626, -3.12611, -3.83484], [2.40849, -2.21401, -2.11994], [0.63665, -2.43866, -4.06755], [2.27338, -3.22624, -4.49122], [-2.93920, -2.28238, -5.14108], [-2.62328, -2.22256, -3.74127], [-3.45531, -2.92784, -2.74849], [-1.56501, -1.51515, -3.38942], [-1.12828, -1.48220, -2.24714], [-3.05591, -3.25050, -5.42869], [-2.13473, -1.80165, -5.85127], [-3.86663, -1.75856, -5.42015], [-4.21814, -3.33909, -3.35067], [-3.92332, -2.18038, -2.16189], [-2.85407, -3.62014, -2.17685], [-1.10832, -0.98927, -4.26704]], "forces_ev_per_a": [[0.60, 0.24, 1.10], [0.15, 0.25, -0.27], [-0.45, -0.19, 0.05], [-0.76, -0.52, 0.45], [0.95, 0.52, 0.12], [-1.03, -0.84, -0.24], [0.84, 0.54, 2.93], [-0.94, 0.30, -1.35], [0.70, 0.12, 0.38], [-1.43, 1.06, -0.59], [-0.53, 1.52, -0.14], [0.83, 0.43, -0.82], [0.99, 0.52, -1.40], [2.93, -0.92, 0.94], [-0.06, -1.40, -2.52], [0.35, 0.21, 2.37], [1.38, -1.22, 1.04], [-0.49, 1.67, -2.17], [-0.85, -1.28, 1.18], [0.94, -0.73, -1.41], [0.84, -0.70, 0.89], [-0.74, 0.81, -1.64], [-0.42, 0.74, -0.96], [-1.55, 0.34, -1.02], [0.55, -0.17, 0.89], [-2.87, 0.17, -2.17], [2.16, -1.51, 1.53], [-0.37, -0.09, -0.17], [0.72, 1.12, 0.92], [0.81, -0.88, -0.33], [-0.42, 1.50, 0.50], [-0.40, 0.29, -0.20], [1.59, 0.68, -1.07], [-0.63, 0.96, -0.58], [1.67, 0.85, 0.89], [0.01, -0.01, 0.47], [0.70, -0.57, -0.01], [-0.07, -1.06, 1.46], [-1.72, 0.67, -1.76], [-0.60, -0.08, 0.60], [-1.18, 0.73, -0.77], [0.17, -0.04, -0.02], [0.16, -0.09, 0.38], [-0.14, -0.20, -0.32], [0.57, 0.12, -0.38], [0.00, 0.37, 0.02], [-1.05, -0.74, -1.77], [1.78, 0.46, 0.16], [0.98, -1.36, -0.67], [0.00, -0.49, 0.86], [-0.18, -0.11, -0.15], [-2.16, -0.49, 1.71], [-0.48, 0.03, 0.01], [-0.09, 0.20, -0.01], [-1.25, 0.50, -0.59], [0.64, -0.77, 0.25], [-0.83, 1.23, 1.19], [-0.87, -0.06, -0.41], [-0.47, 0.45, -0.49], [-0.31, -0.20, 0.00], [0.04, 0.12, -0.21], [-0.27, -0.49, 1.08], [0.29, 0.94, 0.53], [0.26, -0.14, -1.07], [0.32, -0.46, 0.05], [0.02, 1.12, 0.45], [-1.36, 0.22, -0.01], [0.18, 0.16, 0.57], [0.86, -0.08, 0.18], [-0.21, -0.27, 0.96], [0.10, -0.50, 0.41], [0.11, -0.43, 0.48], [1.31, -0.16, 1.27], [-0.10, 1.03, -0.74], [-0.40, 0.14, -0.42], [0.14, 0.11, 0.05], [0.55, -1.19, -0.73], [-0.33, 0.27, -0.06], [-0.35, -0.31, 0.52], [-0.75, -0.15, 1.09], [-0.31, -1.30, 0.06], [0.12, -0.44, -0.05], [0.15, -0.44, 0.01], [-1.07, -0.67, 0.73], [-0.24, 0.16, -0.78], [0.30, -0.25, -0.15], [-0.18, -0.40, -0.41], [-0.89, 0.68, -0.36], [1.04, -0.21, -0.69], [0.60, 0.33, -0.33], [1.37, 1.12, 0.61], [0.09, -0.39, 0.65], [-0.19, 0.08, 0.52], [-0.25, -0.32, 0.30], [0.34, 0.10, 0.43], [0.70, -0.21, -1.03], [-0.24, 0.00, -0.07], [-0.49, -0.08, 1.32], [-0.31, 0.16, -0.02], [0.41, -0.28, -0.49], [0.30, 0.22, -0.97], [0.60, 3.41, -2.02], [1.69, 1.18, 0.70], [0.88, 0.70, -1.05], [-1.77, -0.85, -3.84], [0.86, -0.05, 2.29], [-0.20, -2.91, -0.81], [-1.25, -0.95, 1.72], [0.13, -0.07, 0.53], [-0.84, -1.18, -0.21], [-0.32, 0.64, 1.06], [-0.11, -0.28, 0.07], [-0.03, -0.33, 0.99]]}

***

Record 2
{"formula": "C41H64O14", "method": "ωB97M-V/def2-TZVPD", "de_lowest_kj_mol": 25.8, "gap_ev": 9.84, "energy_ha": -2654.12036, "total_charge": 0, "species": ["C", "C", "C", "O", "H", "C", "C", "H", "H", "C", "O", "C", "C", "C", "H", "H", "H", "H", "O", "C", "O", "C", "C", "O", "H", "C", "H", "C", "O", "C", "C", "H", "H", "C", "H", "H", "C", "C", "H", "H", "H", "C", "C", "C", "H", "H", "C", "C", "C", "H", "C", "O", "H", "C", "C", "H", "H", "H", "C", "C", "H", "H", "C", "H", "H", "C", "C", "C", "C", "O", "O", "C", "H", "H", "H", "H", "O", "H", "H", "H", "H", "H", "H", "H", "C", "H", "H", "H", "H", "O", "C", "C", "H", "H", "H", "H", "H", "H", "H", "H", "C", "H", "H", "C", "O", "H", "H", "H", "H", "O", "H", "O", "H", "H", "H", "H", "H", "H", "H"], "coordinates": [[-3.34818, -2.88730, 2.32048], [-2.62068, -3.21751, 1.02400], [-3.60177, -3.78801, -0.02011], [-4.49776, -2.78757, -0.43536], [-3.98743, -2.09735, -0.87998], [-2.83118, -4.38643, -1.20904], [-1.81752, -5.40885, -0.68016], [-1.23880, -5.82087, -1.50569], [-2.33421, -6.21901, -0.16305], [-0.88114, -4.70653, 0.30613], [-0.12412, -3.79579, -0.46078], [0.63629, -2.81039, 0.22941], [1.85754, -3.38816, 0.98426], [1.59726, -3.52339, 2.47906], [1.48811, -2.53161, 2.90940], [0.68874, -4.09117, 2.65658], [2.44008, -4.01550, 2.95571], [2.09597, -4.37259, 0.54789], [2.97174, -2.52954, 0.83998], [3.49351, -2.45720, -0.47025], [4.21631, -1.28264, -0.61394], [5.38506, -1.17892, 0.18158], [5.08170, -0.59042, 1.57645], [5.48810, -1.54791, 2.53092], [5.17545, -1.27224, 3.39921], [5.80252, 0.74588, 1.79609], [5.37744, 1.26546, 2.65532], [5.64556, 1.63889, 0.56956], [4.30086, 1.99317, 0.46956], [4.00406, 2.93826, -0.56189], [3.36652, 2.24314, -1.76499], [4.00370, 1.40417, -2.04672], [3.32691, 2.94119, -2.60163], [1.97649, 1.71889, -1.41950], [1.56772, 1.20356, -2.28933], [2.10622, 0.99078, -0.61801], [1.01637, 2.81997, -0.93405], [0.79071, 3.83675, -2.05883], [0.56557, 3.32097, -2.98907], [1.67512, 4.44270, -2.22407], [-0.03159, 4.50961, -1.83386], [1.68419, 3.44406, 0.31020], [0.78711, 4.48405, 0.97473], [-0.49086, 3.80539, 1.44492], [-0.22706, 3.03181, 2.16733], [-1.15062, 4.51898, 1.94166], [-1.22867, 3.16753, 0.26635], [-0.33409, 2.18225, -0.49437], [-1.14340, 1.62738, -1.66815], [-1.47168, 2.43636, -2.31894], [-2.36896, 0.85331, -1.17981], [-1.97152, -0.30723, -0.47609], [-1.20161, -0.67806, -0.94780], [-3.32633, 1.72536, -0.32835], [-4.10801, 2.63880, -1.27502], [-4.62089, 2.05401, -2.03538], [-3.43660, 3.32954, -1.78123], [-4.85442, 3.21021, -0.73115], [-2.56000, 2.55407, 0.75270], [-2.46235, 1.57289, 1.92349], [-1.74518, 0.78776, 1.69600], [-2.19306, 2.07885, 2.84656], [-3.87620, 1.01166, 1.98126], [-4.53235, 1.75870, 2.42225], [-3.94129, 0.09525, 2.56393], [-4.25573, 0.77439, 0.50984], [-5.71136, 0.93014, 0.25807], [-6.59009, 1.83082, 0.70873], [-7.91692, 1.51724, 0.15709], [-8.96049, 2.08866, 0.31319], [-7.79390, 0.40753, -0.62085], [-6.45462, -0.03343, -0.62155], [-6.40317, -1.06167, -0.24502], [-6.07867, -0.03377, -1.65107], [-6.42614, 2.66811, 1.35804], [-3.98447, -0.24857, 0.24805], [-3.37671, 3.61210, 1.23415], [-3.42011, 4.30171, 0.56359], [-2.94049, 0.52600, -2.06988], [-0.53579, 0.94244, -2.26170], [-0.09591, 1.35121, 0.17797], [-1.50375, 3.97427, -0.42681], [0.55985, 5.29258, 0.27833], [1.30509, 4.92214, 1.83068], [3.07251, 4.00922, 0.00989], [3.01478, 4.84359, -0.68964], [3.50584, 4.38677, 0.93876], [1.83611, 2.62999, 1.02776], [4.94743, 3.40751, -0.87600], [6.12342, 1.04112, -0.61152], [6.43546, -0.33938, -0.56542], [6.61342, -0.80273, -2.00612], [5.66202, -0.74322, -2.52502], [6.97385, -1.82717, -2.02600], [7.32990, -0.15563, -2.50318], [7.38808, -0.47001, -0.02429], [6.25049, 2.56227, 0.69375], [6.86196, 0.56298, 1.98243], [3.99901, -0.42464, 1.62742], [5.80367, -2.18289, 0.34054], [2.37502, -2.43798, -1.52089], [2.69628, -1.81111, -2.35117], [2.15771, -3.44288, -1.88456], [1.12622, -1.84578, -0.87092], [0.10918, -1.59004, -1.80869], [-0.21612, -2.45321, -2.10185], [1.38271, -0.88338, -0.42308], [4.16203, -3.33352, -0.62622], [-0.00895, -2.27474, 0.93552], [-1.57369, -4.12804, 1.36329], [-0.21119, -5.43561, 0.79117], [-3.68216, -4.92247, -2.18677], [-4.32188, -5.50918, -1.76711], [-2.29119, -3.58082, -1.72142], [-4.22398, -4.56637, 0.43916], [-2.19409, -2.29776, 0.59733], [-4.23203, -2.29790, 2.09532], [-3.64577, -3.80838, 2.81454], [-2.69598, -2.32996, 2.98581]], "forces_ev_per_a": [[0.30, -0.04, -0.39], [-0.45, 0.14, 0.09], [0.65, -0.16, -0.26], [-0.20, 0.31, -0.03], [0.04, -0.01, 0.00], [0.06, -0.07, 0.53], [0.08, 0.60, 0.05], [-0.01, -0.06, -0.01], [0.00, -0.04, 0.01], [0.05, -0.87, -0.05], [0.09, 0.23, -0.01], [0.17, 0.29, -0.02], [-0.32, -0.23, 0.15], [0.23, -0.09, -0.45], [-0.08, 0.13, 0.07], [-0.11, -0.04, 0.06], [0.06, -0.05, 0.09], [-0.07, 0.06, 0.02], [0.05, 0.29, 0.14], [0.10, -0.55, -0.58], [-0.14, 0.16, -0.02], [0.29, 0.17, 0.23], [-0.16, 0.43, -0.24], [0.11, -0.25, 0.35], [0.03, -0.03, -0.04], [-0.25, -0.15, -0.44], [0.07, 0.02, 0.02], [0.53, 0.52, 0.53], [-0.30, -0.18, 0.02], [0.14, 0.40, -0.30], [0.08, -0.17, 0.33], [0.04, 0.06, -0.10], [0.02, 0.05, -0.08], [0.02, 0.21, -0.10], [-0.06, -0.11, -0.02], [-0.07, -0.11, 0.06], [0.01, -0.35, 0.17], [0.05, -0.11, 0.23], [-0.04, -0.02, -0.14], [0.07, 0.11, -0.09], [-0.10, 0.12, -0.04], [0.07, 0.48, -0.13], [0.05, -0.43, 0.20], [-0.09, 0.34, -0.27], [0.00, -0.06, 0.09], [0.01, -0.07, 0.07], [-0.03, -0.23, 0.47], [-0.15, 0.26, -0.31], [0.00, -0.29, 0.33], [0.01, 0.06, -0.09], [-0.22, 0.43, -0.53], [0.28, -0.20, 0.17], [-0.10, -0.13, -0.01], [-0.03, -0.03, -0.09], [0.25, -0.07, 0.17], [-0.08, -0.02, -0.11], [0.05, 0.11, -0.12], [-0.02, 0.04, -0.06], [0.53, -0.38, -0.29], [-0.20, 0.28, -0.04], [0.11, -0.02, 0.00], [0.12, 0.03, 0.06], [0.18, -0.09, -0.03], [-0.06, -0.05, 0.05], [-0.08, -0.04, 0.07], [-0.05, 0.06, 0.09], [-0.42, 0.05, 0.06], [0.30, -0.44, -0.18], [-0.17, 0.37, 0.18], [0.08, -0.16, -0.08], [-0.47, -0.13, -0.23], [0.26, -0.10, 0.07], [0.03, 0.11, -0.01], [0.03, 0.01, 0.03], [0.07, 0.17, 0.15], [-0.08, 0.04, 0.07], [-0.34, 0.18, 0.18], [-0.01, 0.00, -0.02], [0.03, 0.12, 0.15], [-0.02, 0.03, -0.14], [0.08, -0.04, 0.08], [-0.02, 0.03, -0.07], [0.00, 0.12, -0.05], [0.05, 0.08, -0.02], [0.11, -0.48, 0.08], [0.00, 0.08, -0.04], [0.04, 0.08, -0.01], [-0.08, -0.08, 0.06], [-0.09, -0.05, 0.04], [-0.16, 0.06, -0.10], [-0.06, -0.59, -0.13], [-0.04, 0.27, 0.43], [-0.07, -0.02, -0.09], [0.05, -0.14, -0.05], [0.11, 0.01, -0.08], [-0.17, -0.03, -0.04], [-0.24, -0.26, -0.08], [0.01, 0.01, 0.01], [0.19, -0.04, -0.05], [0.01, 0.09, -0.03], [-0.06, 0.32, 0.36], [0.00, -0.07, -0.05], [0.02, -0.04, -0.04], [0.50, -0.32, 0.37], [-0.29, 0.08, -0.34], [-0.07, 0.04, 0.04], [-0.06, -0.15, 0.00], [-0.12, 0.26, 0.11], [0.01, -0.04, -0.07], [-0.06, 0.10, 0.11], [-0.08, 0.20, -0.11], [-0.23, -0.23, -0.26], [0.01, 0.03, -0.01], [-0.06, 0.00, 0.13], [0.09, -0.05, 0.00], [-0.04, -0.15, 0.03], [-0.08, 0.09, 0.03], [-0.07, -0.11, 0.06], [0.04, 0.10, 0.12]]}